Entry 1:
DFT (ωB97M-V with the def2-TZVPD basis set) results for a 2-piece molecular cluster, C5H11O2 overall in a non-equilibrium geometry.

Results
Relative energy (zero: lowest compared OMol25 entry of this formula, charge and spin) = 0.787 eV
Kohn-Sham gap = 7.19 eV
Lowest unoccupied orbital energy = 3.505 eV

The geometry in ORCA input format:
```
! wB97M-V def2-TZVPD RIJCOSX def2/J DEFGRID3
* xyz -1 1
C -1.449 0.266 0.127
C -2.190 -1.028 0.515
C -2.151 1.476 0.927
O -3.238 1.965 0.574
O -1.523 1.673 2.012
H -0.427 0.367 0.469
H -1.643 0.377 -0.951
H -2.791 -1.335 -0.330
H -2.731 -0.874 1.450
H -1.471 -1.824 0.740
C 2.655 -0.201 0.040
C 2.306 -0.119 -1.424
H 2.213 0.634 0.589
H 2.168 -1.046 0.529
H 3.712 -0.253 0.294
H 3.105 -0.358 -2.126
H 2.091 0.900 -1.786
H 1.367 -0.621 -1.650
*
```

Here are the Mulliken charges for atoms 1 to 5, given in e:
1 C 0.10
2 C -0.99
3 C 0.36
4 O -0.74
5 O -0.74

Entry 2:
DFT (ωB97M-V with the def2-TZVPD basis set) results for a 2-piece molecular cluster, C5H11O2 overall in a non-equilibrium geometry.

Results
Relative energy (zero: lowest compared OMol25 entry of this formula, charge and spin) = 2.710 eV
Kohn-Sham gap = 7.23 eV
Lowest unoccupied orbital energy = 3.457 eV

The geometry in ORCA input format:
```
! wB97M-V def2-TZVPD RIJCOSX def2/J DEFGRID3
* xyz -1 1
C 1.117 -0.760 -0.162
O 2.149 -0.830 -1.029
C 0.142 0.442 -0.605
C -1.272 0.528 0.030
C -1.353 1.662 1.011
C -2.292 1.623 1.963
H 1.344 -0.419 0.864
H 0.476 -1.709 -0.174
H 0.704 1.366 -0.516
H 0.024 0.253 -1.688
H -1.376 -0.402 0.582
H -2.060 0.616 -0.714
H -0.592 2.414 0.835
H -2.952 0.820 2.239
H -2.267 2.447 2.690
H 2.935 -3.003 -2.516
H 2.477 -1.896 -1.240
O 2.794 -3.151 -1.571
*
```

Here are the Mulliken charges for atoms 1 to 5, given in e:
1 C -0.44
2 O -0.61
3 C -0.70
4 C -0.40
5 C -0.11